(1)
Entry from the Open Molecules 2025 dataset: one molecule with the formula C4H7NO (ωB97M-V with the def2-TZVPD basis set).

## Properties
SMILES = C1N[C@H]1[C@H]1CO1
energy relative to the best compared isomer or geometry (same formula, charge and spin) = 70.5 kcal per mole
E_HOMO = -9.61 eV
molar mass = 85.1 g mol⁻¹

Last column: Löwdin charge in e.
Positions of all 13 atoms, in Å:
C  -1.75  -0.32  -0.06  -0.15
N  -1.30  1.00  0.37  0.03
C  -0.54  0.28  -0.65  -0.28
C  0.79  -0.39  -0.43  -0.27
C  1.88  0.18  0.36  -0.10
O  1.06  -0.85  0.89  -0.04
H  -1.55  -1.13  0.64  0.11
H  -2.70  -0.35  -0.58  0.10
H  -0.98  0.85  1.32  0.09
H  -0.64  0.72  -1.64  0.14
H  1.06  -1.10  -1.22  0.15
H  2.91  -0.11  0.16  0.11
H  1.76  1.16  0.82  0.12

(2)
Entry from the Open Molecules 2025 dataset: one molecule with the formula C2H3NO2S at a distorted geometry (ωB97M-V with the def2-TZVPD basis set).

## Properties
SMILES = O=CS/C=N\O
energy relative to the best compared isomer or geometry (same formula, charge and spin) = 116.3 kcal per mole
E_HOMO = -9.47 eV
molar mass = 105.1 g mol⁻¹

Last column: Löwdin charge in e.
Positions of all 9 atoms, in Å:
C  1.30  -0.55  0.29  -0.66
C  -1.19  0.12  0.52  -0.38
H  0.95  2.36  -0.69  0.22
H  2.03  -1.25  0.58  0.06
H  -0.62  0.54  1.55  0.15
N  1.62  0.68  0.29  -0.06
O  0.66  1.33  -0.43  -0.21
O  -2.33  0.54  -0.03  -0.10
S  -0.06  -1.18  -0.29  0.97

(3)
Entry from the Open Molecules 2025 dataset: one molecule with the formula C3H9O3P at a distorted geometry (ωB97M-V with the def2-TZVPD basis set).

## Properties
SMILES = CCOPC(O)O
energy relative to the best compared isomer or geometry (same formula, charge and spin) = 52.6 kcal per mole
E_HOMO = -8.99 eV
molar mass = 124.1 g mol⁻¹

Last column: Löwdin charge in e.
Positions of all 16 atoms, in Å:
C  1.92  -0.54  0.44  -0.09
C  1.60  0.31  -0.85  -0.30
C  -1.89  0.08  0.56  -0.56
O  -2.51  -0.08  -0.66  -0.07
O  -1.24  -1.07  1.14  -0.05
O  0.26  0.83  -0.95  -0.46
P  -0.48  1.46  0.36  0.96
H  1.39  -0.07  1.32  0.04
H  1.40  -1.60  0.35  0.11
H  2.93  -0.71  0.50  0.03
H  1.85  -0.41  -1.62  0.10
H  2.34  1.11  -1.09  0.11
H  -2.84  0.37  1.19  0.15
H  -1.75  -0.09  -1.29  0.08
H  -1.65  -1.85  0.96  0.02
H  -1.35  2.24  -0.35  -0.06

(4)
Entry from the Open Molecules 2025 dataset: a 2-piece molecular cluster, C3H2Cl2O2 overall at a distorted geometry (ωB97M-V with the def2-TZVPD basis set).

## Properties
energy relative to the best compared isomer or geometry (same formula, charge and spin) = 78.8 kcal per mole
E_HOMO = -8.92 eV
molar mass = 141.0 g mol⁻¹

Last column: Löwdin charge in e.
Positions of all 9 atoms, in Å:
C  1.41  0.48  -0.26  -0.03
C  -0.79  0.93  -0.20  -0.30
C  -1.67  -0.19  0.45  -1.01
O  1.84  -0.16  0.64  0.05
O  -1.19  1.88  -0.84  0.02
Cl  -3.43  0.26  0.30  0.54
Cl  -1.31  -1.64  -0.49  0.61
H  1.86  0.84  -1.13  0.07
H  -1.66  -0.46  1.51  0.05

(5)
Entry from the Open Molecules 2025 dataset: C6H8N2O as an isolated structure at a distorted geometry (ωB97M-V with the def2-TZVPD basis set).

## Properties
energy relative to the best compared isomer or geometry (same formula, charge and spin) = 68.2 kcal per mole
E_HOMO = -9.15 eV
molar mass = 124.1 g mol⁻¹

Last column: Löwdin charge in e.
Positions of all 17 atoms, in Å:
C  1.59  -1.55  -0.35  -0.16
C  0.35  -1.59  -0.77  0.01
C  0.01  0.87  1.10  -0.46
C  2.10  -0.19  0.04  -0.16
C  -0.24  0.11  -0.71  -0.20
C  -2.41  0.92  0.29  -0.08
N  0.91  0.70  -0.04  0.00
N  -1.09  0.41  0.39  -0.07
O  0.17  1.36  2.18  0.12
H  2.42  -2.34  -0.49  0.13
H  -0.28  -2.45  -1.18  0.10
H  2.60  0.04  1.15  0.18
H  2.83  0.13  -0.72  0.10
H  -0.46  0.36  -1.85  0.18
H  -2.94  0.32  -0.52  0.10
H  -2.87  0.87  1.37  0.12
H  -2.70  2.03  0.09  0.10

(6)
Entry from the Open Molecules 2025 dataset: a 2-piece molecular cluster, C3H2O2 overall at a distorted geometry (ωB97M-V with the def2-TZVPD basis set).

## Properties
energy relative to the best compared isomer or geometry (same formula, charge and spin) = 160.5 kcal per mole
E_HOMO (alpha / beta) = -8.72 / -9.54 eV
molar mass = 70.0 g mol⁻¹

Last column: Löwdin charge in e.
Positions of all 7 atoms, in Å:
C  2.18  0.05  0.19  0.09
C  3.53  -0.29  -0.02  -0.44
C  -0.06  -0.18  -0.47  0.15
O  4.54  -0.88  -0.04  0.19
O  3.07  1.01  -0.19  0.14
H  -0.51  0.76  -0.17  -0.06
H  -0.38  -1.06  0.08  -0.06

(7)
Entry from the Open Molecules 2025 dataset: one molecule with the formula C6H9N at a distorted geometry (ωB97M-V with the def2-TZVPD basis set).

## Properties
SMILES = CCc1cc[nH]c1
energy relative to the best compared isomer or geometry (same formula, charge and spin) = 37.6 kcal per mole
E_HOMO = -7.87 eV
molar mass = 95.1 g mol⁻¹

Last column: Löwdin charge in e.
Positions of all 16 atoms, in Å:
C  -0.43  0.17  -2.15  -0.15
C  0.77  0.28  -1.19  -0.25
C  0.36  0.24  0.20  -0.28
C  -0.97  0.12  0.71  -0.10
N  -0.94  -0.47  1.92  0.00
C  0.37  -0.35  2.44  -0.10
C  1.17  -0.15  1.29  -0.08
H  -0.05  0.21  -3.24  0.09
H  -0.94  -0.86  -2.17  0.09
H  -1.24  0.94  -2.00  0.07
H  1.37  -0.57  -1.52  0.11
H  1.28  1.19  -1.50  0.11
H  -1.90  0.15  0.04  0.13
H  -1.76  -0.73  2.44  0.14
H  0.66  -0.35  3.54  0.12
H  2.25  0.18  1.20  0.12

(8)
Entry from the Open Molecules 2025 dataset: C19H33BInN3O6P as an isolated structure (ωB97M-V with the def2-TZVPD basis set).

## Properties
charge = +1
E_HOMO = -7.33 eV
molar mass = 556.1 g mol⁻¹

Last column: Löwdin charge in e.
Positions of all 64 atoms, in Å:
C  1.40  -2.72  -5.63  -0.07
C  -0.10  -2.38  -5.56  -0.26
O  -0.42  -1.00  -5.63  -0.16
C  0.29  -0.16  -4.74  -0.32
C  0.18  -0.55  -3.26  -0.26
In  2.08  -1.20  -2.28  0.68
C  3.90  -0.84  -3.47  -0.27
C  4.74  -2.10  -3.74  -0.21
C  5.22  -2.71  -2.45  -0.56
O  5.84  -2.09  -1.61  0.09
O  4.97  -4.03  -2.24  0.05
B  2.33  -0.15  -0.22  -0.65
O  3.53  -0.06  0.45  0.08
O  1.25  0.54  0.39  0.00
P  1.76  -3.71  -1.75  0.73
N  1.70  -3.84  -0.02  -0.25
O  0.21  -4.08  -2.25  -0.40
H  1.54  -3.54  -6.34  0.08
H  1.77  -3.07  -4.67  0.03
H  1.99  -1.88  -5.99  0.08
H  -0.54  -2.85  -4.67  0.09
H  -0.60  -2.83  -6.42  0.12
H  1.34  -0.06  -5.05  0.08
H  -0.15  0.83  -4.89  0.11
H  -0.59  -1.32  -3.11  0.03
H  -0.15  0.33  -2.68  0.02
H  4.55  -0.10  -3.00  0.05
H  3.60  -0.42  -4.44  0.03
H  5.66  -1.81  -4.28  0.12
H  4.22  -2.81  -4.39  0.10
H  4.19  -4.30  -2.75  0.04
H  3.96  -0.91  0.47  0.09
H  0.52  -0.08  0.43  0.08
H  2.15  -4.70  0.29  0.02
H  0.76  -3.85  0.37  0.02
H  -0.43  -3.93  -1.55  0.03
C  1.99  2.93  1.98  0.04
N  0.65  2.79  2.55  -0.07
C  0.45  2.92  3.88  0.01
C  -0.80  2.79  4.42  0.03
C  -1.90  2.52  3.58  -0.15
C  -1.66  2.37  2.22  0.04
C  -0.38  2.51  1.73  0.01
C  -3.26  2.40  4.12  -0.14
C  -4.31  3.15  3.58  0.04
C  -5.58  2.99  4.06  0.01
N  -5.85  2.12  5.06  -0.09
C  -4.85  1.39  5.60  0.00
C  -3.56  1.51  5.16  0.04
C  -7.22  1.93  5.55  0.03
H  2.65  2.20  2.45  0.12
H  2.38  3.94  2.15  0.11
H  1.92  2.72  0.93  0.09
H  1.32  3.14  4.48  0.15
H  -0.93  2.92  5.49  0.13
H  -2.45  2.13  1.53  0.14
H  -0.14  2.38  0.68  0.14
H  -4.14  3.86  2.79  0.14
H  -6.42  3.55  3.68  0.15
H  -5.13  0.71  6.40  0.15
H  -2.79  0.90  5.61  0.14
H  -7.25  2.12  6.62  0.11
H  -7.53  0.90  5.34  0.11
H  -7.88  2.62  5.03  0.10

(9)
Entry from the Open Molecules 2025 dataset: a 2-piece molecular cluster, C3H9O2P overall at a distorted geometry (ωB97M-V with the def2-TZVPD basis set).

## Properties
energy relative to the best compared isomer or geometry (same formula, charge and spin) = 101.3 kcal per mole
E_HOMO = -8.46 eV
molar mass = 108.1 g mol⁻¹

Last column: Löwdin charge in e.
Positions of all 15 atoms, in Å:
C  0.57  -0.53  -1.64  -0.18
C  -1.08  1.66  0.23  -0.06
C  0.66  -1.06  1.44  -0.16
O  2.63  -0.10  -0.02  -0.28
O  2.08  1.24  0.21  -0.23
P  0.95  0.11  0.05  0.71
H  -0.48  -0.78  -1.68  0.04
H  0.78  0.27  -2.34  0.06
H  -1.28  1.97  -0.78  -0.03
H  -1.87  1.07  0.65  -0.03
H  -0.75  2.46  0.86  -0.03
H  -0.37  -1.00  1.77  0.04
H  0.89  -2.06  1.09  0.05
H  1.33  -0.80  2.26  0.06
H  1.20  -1.39  -1.86  0.05

(10)
Entry from the Open Molecules 2025 dataset: C29H46InP2Se as an isolated structure at a distorted geometry (ωB97M-V with the def2-TZVPD basis set).

## Properties
charge = +1
energy relative to the best compared isomer or geometry (same formula, charge and spin) = 0.0 kcal per mole
E_HOMO (alpha / beta) = -9.51 / -9.18 eV
molar mass = 650.4 g mol⁻¹

Last column: Löwdin charge in e.
Positions of all 79 atoms, in Å:
In  -0.26  0.22  1.17  0.46
C  -0.55  -2.81  2.49  -0.26
C  0.75  -3.22  2.12  -0.23
C  0.97  -1.48  3.61  -0.26
C  -0.43  -1.72  3.40  -0.25
C  1.69  -2.41  2.82  -0.22
C  -1.82  -3.41  2.02  -0.05
H  -1.74  -3.78  0.99  0.06
H  -2.65  -2.69  2.06  0.07
H  -2.10  -4.27  2.65  0.10
C  -1.54  -0.97  4.06  -0.05
H  -2.51  -1.41  3.81  0.08
H  -1.56  0.09  3.75  0.04
H  -1.43  -0.98  5.16  0.10
C  1.53  -0.40  4.45  -0.05
H  1.12  -0.42  5.48  0.09
H  1.31  0.59  4.02  0.02
H  2.63  -0.49  4.53  0.08
C  3.16  -2.51  2.72  -0.03
H  3.57  -3.18  3.48  0.10
H  3.63  -1.52  2.85  0.08
H  3.47  -2.90  1.74  0.07
C  1.08  -4.33  1.20  -0.04
H  1.28  -5.26  1.75  0.10
H  1.98  -4.10  0.61  0.07
H  0.26  -4.53  0.50  0.07
C  -1.31  1.00  -4.44  -0.14
C  -1.55  -0.33  -4.43  -0.15
C  -0.90  -1.31  -5.35  -0.17
C  0.59  -1.02  -5.69  -0.18
C  1.42  -0.49  -4.57  -0.13
C  1.73  0.80  -4.33  -0.14
C  1.03  1.98  -4.92  -0.17
C  -0.43  1.74  -5.39  -0.17
H  -1.46  -1.36  -6.30  0.13
H  0.65  -0.39  -6.60  0.11
H  -0.97  -2.32  -4.91  0.11
H  -0.45  1.31  -6.40  0.11
H  -1.87  1.65  -3.76  0.08
H  -2.39  -0.73  -3.86  0.10
H  -0.88  2.75  -5.48  0.12
H  1.04  2.80  -4.19  0.11
H  2.64  1.06  -3.77  0.11
H  1.60  2.35  -5.79  0.13
H  1.02  -2.00  -5.96  0.12
H  1.95  -1.29  -4.04  0.10
P  -1.54  0.12  -1.00  0.77
C  -3.09  0.93  -1.44  -0.22
C  -1.45  -1.64  -1.48  -0.23
P  1.44  0.59  -0.72  0.76
C  -0.03  0.79  -1.85  -0.50
C  2.43  -0.80  -1.33  -0.22
C  2.55  2.01  -0.85  -0.23
H  -3.27  1.75  -0.73  0.06
H  -3.92  0.21  -1.35  0.07
H  -3.10  1.34  -2.46  0.03
H  -1.00  -1.77  -2.49  0.03
H  -2.47  -2.05  -1.49  0.07
H  -0.86  -2.22  -0.75  0.03
H  2.51  2.44  -1.86  0.05
H  3.57  1.65  -0.64  0.07
H  2.27  2.77  -0.10  0.02
H  -0.15  1.83  -2.20  0.08
H  0.15  0.14  -2.70  0.00
H  3.42  -0.72  -0.84  0.07
H  2.57  -0.72  -2.41  0.01
H  1.97  -1.76  -1.07  0.05
Se  0.33  2.64  2.22  0.64
C  -0.76  3.27  3.64  -0.65
C  -1.35  4.55  3.50  -0.14
C  -1.84  5.21  4.63  -0.08
C  -1.85  4.57  5.88  -0.08
C  -1.37  3.26  5.99  -0.08
C  -0.85  2.60  4.87  -0.13
H  -1.34  5.04  2.52  0.09
H  -2.22  6.23  4.53  0.11
H  -2.24  5.09  6.76  0.11
H  -1.40  2.75  6.95  0.11
H  -0.46  1.59  4.96  0.07

(11)
Entry from the Open Molecules 2025 dataset: C35H39AsN3O2Pt as an isolated structure at a distorted geometry (ωB97M-V with the def2-TZVPD basis set).

## Properties
charge = +2
⟨S²⟩ = 0.7825
2S+1 = 2
energy relative to the best compared isomer or geometry (same formula, charge and spin) = 11.7 kcal per mole
E_HOMO (alpha / beta) = -13.14 / -13.22 eV
molar mass = 803.7 g mol⁻¹

Last column: Löwdin spin population.
Positions of all 81 atoms, in Å:
Pt  0.83  -1.98  -0.14  0.06
O  0.58  -4.63  -0.87  0.00
C  1.82  -4.85  -1.49  0.00
C  2.82  -3.69  -1.40  0.00
C  4.09  -3.95  -1.94  0.00
C  5.06  -2.99  -1.93  0.00
C  4.78  -1.75  -1.37  0.00
C  3.53  -1.54  -0.86  0.00
N  2.57  -2.49  -0.87  0.00
H  0.57  -5.00  0.02  0.00
H  1.64  -5.04  -2.55  0.00
H  2.32  -5.74  -1.10  0.00
H  4.28  -4.93  -2.36  0.00
H  6.04  -3.20  -2.35  0.00
H  5.52  -0.95  -1.34  0.00
H  3.25  -0.59  -0.43  0.00
O  1.21  -3.23  1.43  0.01
N  1.36  -2.42  2.52  0.00
C  0.29  -2.15  3.24  0.00
C  0.40  -1.33  4.36  0.00
C  1.64  -0.83  4.69  0.00
C  2.74  -1.13  3.92  0.00
C  2.57  -1.95  2.81  0.00
H  -0.63  -2.60  2.89  0.00
H  -0.49  -1.12  4.94  0.00
H  1.75  -0.19  5.57  0.00
H  3.73  -0.76  4.15  0.00
H  3.36  -2.26  2.14  0.00
C  -4.52  -0.41  4.36  0.00
C  -3.41  -0.17  3.36  0.00
C  -3.15  -1.10  2.36  0.00
C  -2.17  -0.90  1.39  0.01
C  -1.93  -2.03  0.42  0.01
C  -1.46  0.30  1.39  0.03
As  -0.05  0.80  0.16  0.09
N  -0.03  -0.50  -1.21  0.41
C  0.13  -0.32  -2.58  0.04
C  0.01  -1.49  -3.37  0.09
C  0.14  -1.42  -4.74  0.00
C  0.41  -0.20  -5.34  0.12
C  0.55  0.97  -4.58  0.00
C  0.40  0.92  -3.21  0.08
C  -0.62  2.41  -0.64  0.01
C  -1.91  2.57  -1.15  0.00
C  -2.98  1.50  -1.16  0.00
C  -2.24  3.81  -1.70  0.00
C  -1.35  4.87  -1.73  0.00
C  -1.74  6.20  -2.32  0.00
C  -0.07  4.67  -1.22  0.00
C  0.32  3.46  -0.66  0.00
C  1.72  3.34  -0.12  0.01
C  -1.66  1.24  2.42  0.01
C  -0.86  2.51  2.56  0.00
C  -2.64  0.98  3.38  0.00
H  -4.79  -1.46  4.41  0.00
H  -5.41  0.16  4.10  0.00
H  -4.22  -0.09  5.36  0.00
H  -3.71  -2.03  2.34  0.00
H  -2.58  -2.87  0.67  0.00
H  -0.91  -2.46  0.50  0.00
H  -2.08  -1.78  -0.63  0.00
H  -0.23  -2.42  -2.87  0.00
H  0.01  -2.31  -5.35  0.00
H  0.52  -0.14  -6.42  0.01
H  0.78  1.90  -5.06  0.00
H  0.51  1.82  -2.62  0.00
H  -2.57  0.49  -1.21  0.00
H  -3.63  1.63  -2.02  0.00
H  -3.59  1.55  -0.26  0.00
H  -3.23  3.95  -2.12  0.00
H  -2.74  6.17  -2.74  0.00
H  -1.05  6.50  -3.11  0.00
H  -1.72  6.99  -1.56  0.00
H  0.65  5.48  -1.24  0.00
H  2.33  4.17  -0.46  0.00
H  2.23  2.42  -0.43  0.00
H  1.74  3.35  0.97  0.00
H  0.21  2.31  2.70  0.00
H  -1.20  3.08  3.42  0.00
H  -0.96  3.17  1.70  0.00
H  -2.81  1.72  4.15  0.00

(12)
Entry from the Open Molecules 2025 dataset: one molecule with the formula C16H16ClN5 (ωB97M-V with the def2-TZVPD basis set).

## Properties
SMILES = Clc1ccc(CNc2ccc(CNc3ncn[nH]3)cc2)cc1
energy relative to the best compared isomer or geometry (same formula, charge and spin) = 1.5 kcal per mole
E_HOMO = -7.86 eV
molar mass = 313.8 g mol⁻¹

Last column: Löwdin charge in e.
Positions of all 38 atoms, in Å:
Cl  -3.71  -1.91  0.00  0.67
C  -2.96  -0.35  0.05  -0.68
C  -2.01  -0.07  1.01  -0.10
C  -1.41  1.17  1.03  -0.03
C  -1.74  2.14  0.09  -0.23
C  -2.70  1.84  -0.86  -0.04
C  -3.32  0.61  -0.89  -0.10
H  -4.07  0.38  -1.63  0.10
H  -2.97  2.59  -1.60  0.11
C  -1.05  3.49  0.07  -0.16
N  0.31  3.48  0.57  0.01
C  1.20  2.50  0.17  -0.29
C  1.04  1.80  -1.03  -0.01
C  1.90  0.78  -1.36  -0.04
C  2.96  0.43  -0.52  -0.24
C  3.16  1.18  0.63  -0.05
C  2.30  2.20  0.97  -0.03
H  2.46  2.76  1.89  0.11
H  4.00  0.95  1.28  0.11
C  3.74  -0.83  -0.77  -0.15
N  3.28  -1.88  0.15  0.05
C  1.97  -2.22  0.08  -0.41
N  1.18  -2.14  -0.98  0.14
C  0.01  -2.65  -0.54  -0.24
N  0.01  -3.04  0.70  0.04
N  1.27  -2.76  1.11  0.06
H  1.57  -3.00  2.04  0.15
H  -0.85  -2.72  -1.17  0.09
H  3.61  -1.76  1.10  0.13
H  4.81  -0.70  -0.60  0.12
H  3.57  -1.20  -1.78  0.12
H  1.73  0.21  -2.26  0.11
H  0.22  2.03  -1.69  0.11
H  0.42  3.75  1.53  0.13
H  -1.62  4.20  0.68  0.13
H  -1.05  3.87  -0.95  0.12
H  -0.66  1.38  1.79  0.12
H  -1.73  -0.83  1.73  0.10